# 1
Computed, not measured: a structure of composition C19H33Cl2N2O4V, with ωB97M-V/def2-TZVPD.

Computed properties:
* DFT total energy: -3018.679676 hartree
* Kohn-Sham gap (spin up / spin down): 3.55 / 5.76 eV
* F_max: 0.0660 Eh/bohr

Structure (ORCA input):
```
! wB97M-V def2-TZVPD RIJCOSX def2/J DEFGRID3
* xyz -1 4
O 2.17 -0.17 -0.96
C 2.89 0.85 -1.03
C 4.15 0.78 -1.77
C 4.68 -0.47 -2.17
H 4.15 -1.38 -1.88
C 5.86 -0.51 -2.91
H 6.25 -1.48 -3.23
C 6.53 0.68 -3.25
H 7.46 0.64 -3.82
C 6.01 1.92 -2.84
H 6.52 2.84 -3.10
C 4.82 1.97 -2.10
H 4.40 2.92 -1.76
H 2.52 1.81 -0.63
C 2.39 0.83 1.93
C 1.06 0.94 1.30
H 2.35 0.95 3.02
H 3.07 1.61 1.55
H 2.84 -0.15 1.71
C -0.02 1.56 1.76
C -0.18 2.03 3.19
H -0.87 1.77 1.11
H 0.70 2.60 3.52
H -0.30 1.18 3.88
H -1.06 2.66 3.29
V 0.33 -0.38 -0.35
Cl 1.45 -2.22 0.66
Cl 0.18 1.25 -2.19
C -1.03 -1.81 2.17
O -1.14 -1.18 1.09
N -2.08 -2.35 2.81
C -3.45 -2.02 2.44
C -1.90 -3.10 4.04
H -0.04 -1.97 2.64
H -3.46 -1.43 1.52
H -3.93 -1.44 3.25
H -4.02 -2.95 2.30
H -0.84 -3.28 4.19
H -2.43 -4.06 3.97
H -2.31 -2.54 4.90
H -5.02 2.39 -0.06
H -4.53 3.03 -2.67
C -3.94 2.53 0.09
C -3.53 3.23 -2.25
N -3.23 2.32 -1.16
H -3.57 1.84 0.85
C -2.44 1.25 -1.35
O -1.92 0.57 -0.43
H -2.78 3.09 -3.03
H -2.26 1.01 -2.42
H -3.78 3.57 0.42
H -3.51 4.26 -1.88
C -2.29 -3.26 -1.36
C -0.82 -3.02 -1.60
O -0.50 -1.61 -1.74
H -2.62 -2.76 -0.45
H -2.45 -4.34 -1.24
H -2.91 -2.93 -2.21
H -0.21 -3.35 -0.75
H -0.44 -3.53 -2.50
H -0.96 -1.19 -2.49
*
```

---

# 2
Computed, not measured: a cluster of 10 separate species, C19H33F5N3O19 in total, with ωB97M-V/def2-TZVPD.

Computed properties:
* DFT total energy: -2836.896967 hartree
* Kohn-Sham gap (spin up / spin down): 3.72 / 8.48 eV
* F_max: 0.1059 Eh/bohr

Structure (ORCA input):
```
! wB97M-V def2-TZVPD RIJCOSX def2/J DEFGRID3
* xyz 0 2
N 7.88 5.01 12.01
H 7.11 4.40 11.76
H 8.05 5.56 11.18
H 8.63 4.39 12.26
H 7.53 5.50 12.82
N 6.61 3.50 8.13
H 5.87 3.47 7.44
H 7.34 4.15 7.90
H 7.08 2.62 8.29
H 6.22 3.81 9.01
N 11.07 2.87 7.96
H 10.32 3.53 7.98
H 11.41 2.68 8.89
H 11.78 3.25 7.35
H 10.67 2.05 7.51
C 12.37 3.93 12.17
C 11.18 3.15 11.57
O 10.07 3.37 12.03
O 11.40 2.37 10.58
H 12.13 4.98 12.05
H 13.37 3.82 11.75
H 12.38 3.81 13.26
C 10.58 6.48 8.96
C 9.27 5.84 8.73
O 9.18 4.89 7.92
O 8.25 6.13 9.37
H 10.98 6.02 9.87
H 10.37 7.49 9.31
H 11.41 6.55 8.27
C 8.67 6.57 5.23
C 9.02 8.03 5.28
O 8.62 8.54 4.05
C 8.42 7.59 3.20
O 8.32 7.70 1.99
O 8.24 6.51 3.83
F 10.33 8.25 5.38
H 7.84 6.31 5.88
H 9.50 5.92 5.52
H 8.56 8.56 6.11
C 12.57 9.42 12.86
C 12.40 9.97 11.41
O 12.64 8.88 10.70
C 13.30 7.93 11.35
O 13.93 6.97 10.83
O 13.34 8.25 12.66
F 13.41 10.85 11.19
H 11.54 9.20 13.14
H 13.00 10.14 13.55
H 11.41 10.37 11.17
C 12.46 6.74 3.40
C 13.93 6.83 3.81
O 13.99 5.87 4.86
C 12.78 5.58 5.30
O 12.62 4.90 6.31
O 11.87 5.96 4.40
F 14.29 8.10 4.28
H 12.41 6.27 2.42
H 11.99 7.72 3.29
H 14.58 6.49 3.00
C 12.31 10.66 6.35
C 11.16 10.60 7.35
O 11.68 11.14 8.54
C 12.72 11.85 8.26
O 13.39 12.50 9.04
O 13.05 11.67 6.96
F 10.84 9.38 7.50
H 11.96 10.92 5.35
H 12.96 9.80 6.21
H 10.30 11.22 7.08
C 6.90 9.80 11.69
C 8.21 9.49 10.97
O 8.95 8.97 11.98
C 8.16 8.40 12.91
O 8.48 7.63 13.79
O 6.92 8.74 12.59
F 8.73 10.67 10.59
H 6.05 9.74 11.01
H 6.90 10.73 12.26
H 8.11 8.82 10.12
*
```